Molecular formula: C26H42AlBBrClF7N2O21S2
Method: DFT, ωB97M-V/def2-TZVPD

XYZ file:
```
104
C26H42AlBBrClF7N2O21S2, DFT ωB97M-V/def2-TZVPD
C -1.4852 -2.8013 5.8500
B -1.7153 -1.2306 5.4223
O -2.5258 -0.3968 6.3792
S -1.0393 -0.3661 3.9000
S -1.0883 -1.5676 2.1727
O 0.3812 -1.5744 1.6007
O -1.9247 -0.7667 1.1027
C -1.6817 -3.3239 2.4342
F -3.0017 -3.4120 3.1102
F -1.8933 -3.9059 1.0561
F -0.6390 -4.2165 3.0644
H -0.4634 -3.2664 5.4484
H -1.3974 -2.8276 7.0400
H -2.4128 -3.5094 5.6060
H -1.8489 0.1470 6.9177
H 0.3417 -0.1458 4.1726
N -0.4129 4.3602 -1.1751
C 0.3472 3.2500 -1.2985
C -0.0687 1.9849 -0.9155
C -1.3401 1.8476 -0.3684
C -2.1457 2.9727 -0.2267
C -1.6431 4.1952 -0.6423
H 1.3321 3.4093 -1.7277
H 0.5830 1.1276 -1.0402
H -1.7003 0.8720 -0.0553
H -3.1411 2.8992 0.1965
H -2.2349 5.1022 -0.5559
C -1.4257 6.1889 -3.3304
C -1.1921 5.5250 -4.6746
O -2.2961 5.6404 -5.5637
C -2.4932 6.8827 -6.2941
O -1.3784 7.2383 -6.9263
C -3.1228 8.0406 -5.4222
F -4.0422 7.5419 -4.5455
F -3.8066 8.9331 -6.1945
F -2.2395 8.7582 -4.6873
H -2.4459 6.0217 -2.9760
H -0.7218 5.8016 -2.5864
H -1.2614 7.2669 -3.3885
H -1.0782 4.4516 -4.4907
H -0.2498 5.8540 -5.1258
H -3.3485 6.6070 -6.9294
Al -4.8983 7.6908 -2.5170
C -1.8189 -7.9165 -0.9061
C -1.8659 -7.5344 0.5594
C -0.5338 -7.6159 1.2415
O -0.8874 -7.8964 2.5841
C -2.0953 -8.5352 2.5422
O -2.6103 -9.0990 3.4934
O -2.6468 -8.4638 1.2942
H -2.8054 -7.7813 -1.3628
H -1.0955 -7.3067 -1.4552
H -1.5612 -8.9741 -1.0312
H -2.3161 -6.5416 0.6783
H 0.0215 -6.6755 1.1790
H 0.1006 -8.4287 0.8705
C 6.4936 1.5682 -2.2969
O 6.6565 2.3150 -1.0946
C 6.1822 3.6581 -1.2174
C 4.7593 3.8078 -0.6626
O 3.8176 3.0389 -1.4161
C 3.5349 1.7807 -0.8117
H 6.5410 0.5063 -2.0455
H 5.5342 1.7667 -2.7918
H 7.3099 1.8052 -2.9869
H 6.2403 3.9948 -2.2586
H 6.8538 4.2894 -0.6251
H 4.4600 4.8575 -0.7532
H 4.7170 3.5392 0.3992
H 2.8009 1.9168 -0.0139
H 4.4278 1.3012 -0.4034
H 3.1094 1.1240 -1.5748
C 9.5281 3.8061 -1.7086
O 9.3366 4.4390 -0.6817
O 9.3179 4.2242 -2.8529
O 9.9617 2.6495 -1.7623
C 2.2049 3.7346 3.9583
C 2.9350 2.4589 4.2059
O 1.9455 1.6123 4.7454
C 0.7736 2.0452 4.2016
O -0.2629 1.4021 4.2085
O 0.9029 3.2858 3.6399
F 3.9023 2.6293 5.1349
H 2.1609 4.3764 4.8446
H 2.6355 4.3066 3.1320
H 3.3591 2.0023 3.3053
C -6.4374 -6.6312 -3.8797
C -6.6446 -7.9728 -3.2342
O -6.8626 -8.9869 -3.8938
N -6.5859 -8.0508 -1.8743
C -6.3442 -6.9912 -0.9246
H -6.5143 -6.7352 -4.9661
H -7.2070 -5.9308 -3.5452
H -5.4420 -6.2487 -3.6396
H -6.7359 -8.9885 -1.5200
H -5.4544 -7.2517 -0.3460
H -7.2043 -6.9365 -0.2524
H -6.1958 -6.0246 -1.4074
Br -0.2286 0.2920 -2.8254
O 3.7346 -1.2189 5.7169
Cl 4.9301 -0.4632 5.3976
O 5.1773 0.5141 6.4400
O 4.7477 0.2177 4.1305
O 6.0615 -1.3652 5.3030
```

spin multiplicity	1
charge	-1
gap between HOMO and LUMO	1.370	eV
F_max	0.194	Eh/bohr
LUMO energy	-2.9154	eV
E_tot	-204127.6671	eV

Results of the Mulliken charge analysis, in e, for atoms 1 through 99:
1. C -0.8224
2. B 0.3050
3. O -0.4851
4. S 0.3115
5. S 1.1149
6. O -0.5508
7. O -0.5460
8. C 0.5322
9. F -0.1972
10. F -0.2278
11. F -0.1928
12. H 0.3092
13. H 0.3138
14. H 0.2851
15. H 0.3599
16. H 0.3842
17. N -0.5164
18. C -0.6692
19. C -0.6359
20. C -0.0114
21. C -0.6841
22. C -0.3519
23. H 0.5463
24. H 0.6937
25. H 0.6350
26. H 0.3941
27. H 0.4099
28. C -0.3342
29. C -0.3542
30. O -0.3837
31. C 0.1019
32. O -0.8525
33. C 0.6276
34. F -0.1670
35. F -0.2791
36. F -0.2555
37. H -0.3084
38. H 0.4352
39. H 0.2796
40. H 0.2857
41. H 0.2905
42. H 0.2024
43. Al 0.7952
44. C -1.3932
45. C 0.7956
46. C -0.4546
47. O -0.3082
48. C 0.5828
49. O -0.5783
50. O -0.3410
51. H 0.2124
52. H 0.3892
53. H 0.3665
54. H 0.0732
55. H 0.3397
56. H 0.2979
57. C -0.7409
58. O -0.3342
59. C -0.4627
60. C -0.4581
61. O -0.3299
62. C -0.7392
63. H 0.2552
64. H 0.3170
65. H 0.2957
66. H 0.3554
67. H 0.3420
68. H 0.4252
69. H 0.1800
70. H 0.1036
71. H 0.5433
72. H 0.2756
73. C 0.9055
74. O -0.4453
75. O -0.3403
76. O -0.3181
77. C -0.4462
78. C 0.1554
79. O -0.1875
80. C 0.6891
81. O -0.7299
82. O -0.2821
83. F -0.2586
84. H 0.2837
85. H 0.3087
86. H 0.4476
87. C -1.1584
88. C 0.7816
89. O -0.6578
90. N -0.1721
91. C -0.6590
92. H 0.2760
93. H 0.3305
94. H 0.3260
95. H 0.2176
96. H 0.1162
97. H 0.2998
98. H 0.3104
99. Br -0.6141

Molecular formula: C26H42As3CrN5O5
Method: DFT, ωB97M-V/def2-TZVPD

XYZ file:
```
82
C26H42As3CrN5O5, DFT ωB97M-V/def2-TZVPD
Cr -11.8262 -19.0196 -6.5787
N -11.1399 -20.9454 -6.7010
N -12.1198 -21.9672 -6.4557
C -13.3842 -21.4448 -6.0281
N -14.2569 -22.3897 -5.6532
N -13.5310 -20.1773 -6.0709
N -14.7537 -19.5376 -5.5376
O -14.9049 -18.3444 -6.0029
O -15.7483 -20.3318 -5.2528
H -10.6166 -21.0339 -7.5297
H -10.4596 -20.8888 -5.9722
H -11.7291 -22.5793 -5.7204
H -13.8350 -23.2944 -5.4989
H -15.1445 -22.0305 -5.2625
C -13.7363 -15.6600 -5.6020
As -12.3203 -16.5766 -6.6257
C -10.7671 -15.6910 -5.7821
C -12.4206 -15.5948 -8.3423
C -13.3553 -16.1095 -9.4524
C -14.8256 -16.1418 -9.0166
C -12.9795 -17.5089 -10.0152
As -13.0174 -19.0988 -8.8509
C -12.2228 -20.3104 -10.1680
C -14.8764 -19.6983 -9.0244
C -13.1302 -15.1727 -10.6444
As -13.6427 -13.2748 -10.7957
C -13.9767 -12.4398 -9.0536
C -15.5307 -13.5262 -11.3669
H -13.5769 -14.5943 -5.6165
H -13.6761 -16.0631 -4.6216
H -14.6779 -15.9346 -6.0713
H -10.7930 -14.6122 -5.7276
H -9.8748 -16.0916 -6.2601
H -10.7672 -16.0588 -4.7692
H -11.4284 -15.5570 -8.7311
H -12.7288 -14.6255 -8.0616
H -14.9392 -16.8234 -8.1639
H -15.4237 -16.4713 -9.8759
H -15.1719 -15.1603 -8.5958
H -11.9268 -17.4687 -10.2898
H -13.6372 -17.7329 -10.8937
H -12.8757 -20.2802 -11.0477
H -12.1592 -21.3422 -9.8079
H -11.2274 -19.9732 -10.4915
H -15.2439 -19.6420 -10.0846
H -15.5305 -19.1381 -8.4015
H -14.9261 -20.7378 -8.7173
H -13.5934 -15.6509 -11.5356
H -12.0641 -15.1798 -10.8253
H -13.0497 -12.0800 -8.7166
H -14.4399 -13.0949 -8.3130
H -14.5858 -11.5725 -9.3062
H -15.4665 -14.0822 -12.2914
H -16.0905 -12.6344 -11.4819
H -16.0487 -14.1881 -10.6518
C -11.1902 -18.7156 -4.9382
C -10.9003 -18.4172 -3.5887
C -11.9712 -18.2079 -2.6196
C -11.6311 -18.0376 -1.3020
C -10.3150 -18.0046 -0.8712
C -9.2865 -18.0559 -1.7931
C -9.5392 -18.2959 -3.1369
H -13.0135 -18.1613 -2.8955
H -12.3895 -17.8771 -0.5437
H -10.0351 -17.8904 0.1827
H -8.2418 -17.8397 -1.4722
H -8.7541 -18.3440 -3.8661
O -7.8453 -19.7446 -10.7280
C -7.6434 -18.4812 -10.2261
C -6.7130 -17.6583 -10.8436
C -6.4728 -16.3711 -10.3858
C -7.2001 -15.8897 -9.3158
C -8.2050 -16.6862 -8.7814
C -8.3952 -18.0239 -9.1482
C -9.3334 -18.8474 -8.3545
O -9.0738 -20.0422 -8.1974
O -10.3145 -18.1884 -7.8511
H -7.2096 -19.8615 -11.4273
H -6.1821 -18.0522 -11.7022
H -5.6873 -15.7692 -10.8502
H -7.0703 -14.8708 -8.9908
H -8.8184 -16.3262 -7.9683
```

<S²>	4.184
spin multiplicity	4
charge	-1
gap between HOMO and LUMO (spin up / spin down)	4.333 / 5.571	eV
F_max	0.040	Eh/bohr
relative energy (zero: lowest compared OMol25 entry of this formula, charge and spin)	0.000	eV
LUMO energy (spin up / spin down)	2.3729 / 2.3688	eV
E_tot	-256263.5284	eV

Charge distribution, Mulliken scheme, values in e:
1. Cr -0.5006
2. N -0.1345
3. N -0.6598
4. C 0.2548
5. N -0.3927
6. N 0.2023
7. N 0.1885
8. O -0.4690
9. O -0.9054
10. H 0.3884
11. H 0.3629
12. H 0.3089
13. H 0.1709
14. H 0.2802
15. C -1.4739
16. As 1.6335
17. C -0.9667
18. C -1.7747
19. C 3.0634
20. C -1.4892
21. C -1.9579
22. As 1.8774
23. C -1.4672
24. C -1.5306
25. C -2.2836
26. As 0.2835
27. C -1.1232
28. C -1.1711
29. H 0.4670
30. H 0.3333
31. H 0.3608
32. H 0.4192
33. H 0.1138
34. H 0.3608
35. H 0.4532
36. H 0.5774
37. H -0.1076
38. H 0.5171
39. H 0.0703
40. H 0.2801
41. H 0.6497
42. H 0.4703
43. H 0.3673
44. H 0.2985
45. H 0.3981
46. H 0.3802
47. H 0.4421
48. H 0.5876
49. H 0.5839
50. H 0.3316
51. H 0.2737
52. H 0.3996
53. H 0.3235
54. H 0.4386
55. H 0.2931
56. C 0.0014
57. C 0.1219
58. C -0.6641
59. C -0.5397
60. C -0.4928
61. C -0.3833
62. C -0.5578
63. H 0.4403
64. H 0.3470
65. H 0.3215
66. H 0.2745
67. H 0.3865
68. O -0.4996
69. C 1.2913
70. C -0.8488
71. C -0.4110
72. C -1.0066
73. C 0.1058
74. C -0.1864
75. C -0.0311
76. O -0.8258
77. O -0.0356
78. H 0.2769
79. H 0.2526
80. H 0.3412
81. H 0.4133
82. H 0.1105

E_tot of number 2 (C26H42As3CrN5O5)?
-256263.5284 eV